(1)
61
Properties=species:S:1:pos:R:3:lowdin_charge:R:1 method="wB97M-V/def2-TZVPD" lumo_ev=2.5 total_charge=-1 multiplicity=1
H 3.85 0.36 2.49 0.070
H -4.73 3.38 -2.31 0.083
P -0.26 0.23 -2.56 0.400
C 4.03 0.38 0.21 -0.370
H -5.60 3.18 -8.40 0.089
C -3.95 3.30 -5.63 -0.587
C 1.82 -1.17 0.56 -0.259
H 1.67 -4.76 7.08 0.074
C 4.33 1.64 -0.80 -0.123
H 3.40 -4.67 6.79 0.079
O 2.27 -3.15 4.93 0.028
H 3.20 -2.19 6.46 0.121
H 4.99 -0.25 0.25 0.122
H -2.09 3.18 -3.88 0.103
H 1.46 -2.29 6.65 0.124
F -1.51 0.11 2.44 -0.057
H 1.57 0.25 -3.78 0.025
F -3.39 2.11 1.54 0.037
O 0.10 -3.80 5.19 0.115
H 3.72 2.54 -0.48 0.075
H -2.83 1.87 -2.97 0.073
C -1.40 0.75 1.14 -0.332
N -1.38 -2.66 -0.23 -0.020
O -3.89 2.41 -4.63 0.037
C -0.58 -3.64 -0.38 -0.466
C 2.77 -0.37 -0.44 -0.305
C 3.71 1.10 1.64 -0.107
F -3.72 0.02 0.48 0.077
H 3.13 -1.12 -1.25 0.122
H -3.16 3.98 -1.73 0.072
C 0.02 -4.49 2.63 -0.034
F -2.70 1.86 -0.61 0.031
H -0.10 -5.51 3.01 0.102
C 2.53 -4.10 7.15 -0.074
O -4.80 2.82 -6.56 -0.004
H 4.32 2.06 1.74 0.070
C -3.76 3.77 -2.62 -0.069
C -2.85 1.14 0.61 -0.355
H 5.44 1.86 -0.91 0.066
Cl 0.27 2.27 -2.19 0.074
H -4.09 4.04 -8.09 0.094
H 2.14 0.46 -0.95 0.029
H 1.79 -0.81 1.64 0.029
H 2.57 1.33 1.59 0.085
F -0.66 1.97 1.27 -0.039
C 1.08 -3.63 4.51 -0.583
H 3.93 1.32 -1.84 0.069
O 0.21 -4.58 -0.56 -0.005
O 1.04 -0.51 -3.42 -0.495
C -3.05 2.78 -3.52 -0.238
O 1.19 -3.90 3.20 0.007
C -5.03 3.72 -7.65 -0.059
In -0.33 -0.80 -0.18 0.671
O -3.37 4.36 -5.68 0.114
H -0.87 -3.89 2.84 0.104
H 0.16 -4.54 1.55 0.049
C 2.34 -2.84 6.33 -0.222
H 2.69 -3.85 8.20 0.075
H -3.95 4.72 -3.13 0.072
H 1.96 -2.31 0.57 0.036
H -5.61 4.57 -7.31 0.096



(2)
17
Properties=species:S:1:pos:R:3:lowdin_spin:R:1 method="wB97M-V/def2-TZVPD" lumo_ev="-0.4 / -1.0" multiplicity=2
H 1.14 -0.01 -2.12 0.000
O -3.28 1.23 1.21 0.068
Li 0.05 0.16 1.60 0.012
H 1.06 -1.74 -1.63 0.000
O -0.34 -0.59 -0.79 0.005
H 2.32 -1.17 1.61 0.000
C -0.90 0.71 -0.49 0.008
C 0.97 -0.70 -1.28 0.000
C 2.03 -0.44 -0.21 0.000
Y -3.97 0.58 -0.71 0.790
O -0.07 1.50 0.08 0.015
O -1.81 1.04 -1.35 0.062
O -1.77 0.17 2.39 0.009
C -2.19 0.55 1.26 0.030
H 2.22 0.64 -0.09 0.000
H 2.96 -0.93 -0.52 0.000
O 1.58 -0.98 1.03 0.000



Electronic energy values, unit eV, following the record order: -75490.092, -17761.573.
Max |F| values, unit eV/A, following the record order: 6.08, 3.56.